<a>
Computed, not measured: a 2-piece molecular cluster, C9H14 overall, with ωB97M-V with the def2-TZVPD basis set.

Each line ends with the Löwdin charge.
Atoms and positions in Å:
C1 -0.93 -0.68 2.27  -0.04
C2 -1.41 -1.17 -1.43  -0.08
C3 -1.69 -0.98 -0.09  -0.06
C4 -0.07 -1.14 -1.88  -0.11
C5 -0.63 -0.82 0.77  -0.29
C6 0.98 -0.95 -1.02  -0.07
C7 0.68 -0.77 0.35  -0.09
H1 -2.10 -1.47 -2.23  0.10
H2 -2.63 -1.33 0.35  0.12
H3 0.03 -1.21 -2.96  0.10
H4 1.99 -0.85 -1.35  0.10
H5 -1.39 -1.65 2.48  0.08
H6 -1.82 -0.08 2.50  0.07
H7 1.44 -0.49 1.06  0.09
H8 -0.09 -0.30 2.84  0.08
C8 1.73 2.25 0.73  -0.16
C9 0.77 2.85 -0.33  -0.16
H9 1.60 2.73 1.71  0.07
H10 1.54 1.17 0.81  0.01
H11 2.74 2.49 0.40  0.06
H12 -0.23 2.44 -0.31  0.06
H13 1.14 2.52 -1.31  0.06
H14 0.90 3.92 -0.33  0.05

## Properties
SMILES: Cc1ccccc1.CC
Multiplicity: 1
Highest occupied orbital energy in eV: -9.0

---

<b>
Computed, not measured: a 2-piece molecular cluster, C9H14 overall, with ωB97M-V with the def2-TZVPD basis set.

Each line ends with the Löwdin charge.
Atoms and positions in Å:
C1 -1.98 -1.94 0.95  -0.18
C2 -2.17 -3.40 0.57  -0.17
H1 -2.55 -1.66 1.84  0.06
H2 -0.94 -1.75 1.17  0.05
H3 -2.39 -1.25 0.20  0.06
H4 -1.94 -3.62 -0.47  0.06
H5 -3.19 -3.73 0.80  0.06
H6 -1.59 -4.07 1.21  0.06
C3 -0.71 2.65 -0.36  -0.06
C4 0.44 0.45 -0.50  -0.05
C5 0.53 1.83 -0.35  -0.28
C6 1.58 -0.34 -0.63  -0.08
C7 2.83 0.27 -0.60  -0.10
C8 1.79 2.41 -0.25  -0.06
C9 2.94 1.64 -0.38  -0.09
H7 -0.52 -0.03 -0.49  0.08
H8 1.54 -1.41 -0.74  0.10
H9 -0.89 3.15 0.60  0.08
H10 -1.64 2.12 -0.55  0.07
H11 3.72 -0.32 -0.68  0.09
H12 1.87 3.47 -0.08  0.11
H13 3.93 2.05 -0.23  0.10
H14 -0.67 3.51 -1.03  0.08

## Properties
SMILES: Cc1ccccc1.CC
Multiplicity: 1
Highest occupied orbital energy in eV: -9.0

---

<c>
Computed, not measured: a 2-piece molecular cluster, C9H14 overall, with ωB97M-V with the def2-TZVPD basis set.

Each line ends with the Löwdin charge.
Atoms and positions in Å:
C1 -0.30 0.40 0.62  -0.04
C2 2.12 2.91 -1.94  -0.11
C3 1.24 2.02 -2.53  -0.08
C4 2.14 3.08 -0.55  -0.09
C5 0.46 1.23 -1.67  -0.06
C6 1.39 2.22 0.25  -0.06
C7 0.53 1.27 -0.30  -0.28
H1 2.83 3.53 -2.47  0.10
H2 1.34 1.87 -3.60  0.10
H3 2.85 3.74 -0.08  0.10
H4 -0.11 0.53 -2.26  0.11
H5 1.48 2.27 1.33  0.11
H6 -0.39 -0.63 0.30  0.06
H7 -1.26 0.89 0.80  0.08
H8 0.26 0.31 1.55  0.08
C8 -2.32 -2.75 1.73  -0.16
C9 -1.39 -3.65 0.95  -0.18
H9 -3.36 -3.06 1.79  0.06
H10 -1.96 -2.69 2.76  0.06
H11 -2.29 -1.77 1.24  0.04
H12 -1.85 -4.29 0.19  0.06
H13 -0.77 -4.33 1.54  0.06
H14 -0.65 -3.10 0.35  0.05

## Properties
SMILES: Cc1ccccc1.CC
Multiplicity: 1
Highest occupied orbital energy in eV: -9.1

---

<d>
Computed, not measured: a 2-piece molecular cluster, C9H14 overall, with ωB97M-V with the def2-TZVPD basis set.

Each line ends with the Löwdin charge.
Atoms and positions in Å:
C1 1.07 -1.81 0.45  -0.07
C2 -1.04 1.20 1.35  -0.09
C3 -0.64 -0.10 1.09  -0.06
C4 -0.10 2.22 1.30  -0.10
C5 0.68 -0.40 0.73  -0.29
C6 1.21 1.93 0.95  -0.10
C7 1.59 0.64 0.65  -0.06
H1 -2.08 1.36 1.59  0.10
H2 -1.36 -0.92 1.12  0.11
H3 -0.37 3.25 1.51  0.10
H4 1.96 2.72 0.88  0.10
H5 1.09 -2.39 1.39  0.09
H6 2.06 -1.93 0.01  0.08
H7 2.61 0.37 0.35  0.11
H8 0.35 -2.37 -0.13  0.06
C8 -1.96 -1.38 -2.32  -0.16
C9 -0.53 -1.29 -2.83  -0.17
H9 -2.51 -0.44 -2.48  0.06
H10 -2.54 -2.14 -2.83  0.06
H11 -2.02 -1.56 -1.25  0.04
H12 -0.18 -2.28 -3.10  0.06
H13 -0.37 -0.62 -3.68  0.07
H14 0.22 -0.96 -2.09  0.04

## Properties
SMILES: Cc1ccccc1.CC
Multiplicity: 1
Highest occupied orbital energy in eV: -9.0

---

Stability order, top to bottom: <d>, <b>, <c>, <a>